The following is a quantum chemistry calculation of C51H56FN3O2STl as an isolated structure, from the Open Molecules 2025 dataset.

Computed properties:
* F_max: 2.81 eV Å⁻¹
* HOMO (spin up / spin down): -2.53 / -4.00 eV
* net charge: -1
* energy above the lowest of the compared OMol25 structures with the same formula, charge and spin: 0.0000 eV
* LUMO level (spin up / spin down): 0.080 / 0.083 hartree
* 2S+1: 1

Each line ends with the Mulliken charge.
Cartesian coordinates (Å):
Tl: -10.263 -19.403 6.110  1.333
N: -14.587 -19.764 8.415  -0.409
C: -13.564 -20.138 7.640  0.527
O: -12.542 -20.665 8.120  -0.506
C: -13.746 -19.834 6.175  -0.096
C: -12.958 -18.675 5.781  -1.194
H: -14.524 -19.920 9.409  0.276
H: -15.371 -19.243 8.057  0.181
H: -14.790 -19.609 5.950  0.500
H: -13.412 -20.763 5.681  -0.125
H: -12.842 -17.864 6.524  0.423
H: -13.066 -18.318 4.743  0.327
C: -12.273 -23.672 6.423  -1.868
C: -10.764 -23.367 6.382  1.924
C: -10.089 -24.304 7.400  -1.509
C: -10.154 -23.439 4.990  1.241
C: -10.560 -24.460 4.122  -0.245
C: -10.013 -24.581 2.854  -1.591
C: -9.062 -23.648 2.422  -0.165
C: -8.583 -22.641 3.248  0.131
C: -7.493 -21.703 2.747  1.648
C: -8.002 -20.753 1.635  -1.477
C: -6.216 -22.445 2.283  -1.631
C: -9.119 -22.575 4.572  -1.379
N: -8.671 -21.599 5.448  1.141
C: -7.605 -21.732 6.177  -0.715
C: -7.199 -20.704 7.132  -0.874
N: -7.693 -19.497 7.114  0.921
C: -7.254 -18.461 7.932  -1.062
C: -8.058 -18.056 9.030  0.956
C: -7.653 -16.914 9.725  -0.545
C: -6.497 -16.211 9.382  -1.388
C: -5.681 -16.672 8.346  -0.595
C: -6.058 -17.760 7.572  0.979
C: -5.187 -18.212 6.397  1.484
C: -3.701 -17.815 6.564  -1.990
C: -5.697 -17.751 5.019  -0.855
C: -9.315 -18.775 9.465  1.698
C: -10.583 -17.877 9.490  -1.286
C: -9.170 -19.422 10.841  -1.744
C: -6.133 -21.271 7.974  0.641
C: -5.375 -20.824 9.047  0.031
C: -4.423 -21.694 9.614  -1.166
C: -4.220 -22.987 9.136  -0.873
C: -4.942 -23.458 8.017  0.947
C: -4.832 -24.711 7.386  -0.919
C: -5.650 -25.041 6.308  -1.137
C: -6.624 -24.149 5.811  0.651
C: -6.728 -22.885 6.382  0.660
C: -5.883 -22.561 7.459  -0.814
H: -12.635 -23.310 7.398  0.362
H: -12.441 -24.768 6.374  0.507
H: -12.843 -23.169 5.616  0.275
H: -10.649 -22.358 6.795  -0.770
H: -10.322 -25.373 7.177  0.348
H: -10.478 -24.053 8.395  0.440
H: -8.993 -24.183 7.410  0.228
H: -11.356 -25.164 4.463  0.218
H: -10.315 -25.394 2.182  0.315
H: -8.653 -23.702 1.407  0.292
H: -7.199 -21.071 3.598  -0.490
H: -8.442 -21.307 0.801  0.284
H: -7.168 -20.152 1.237  0.417
H: -8.750 -20.040 2.034  0.241
H: -6.390 -23.040 1.369  0.338
H: -5.823 -23.121 3.066  0.322
H: -5.436 -21.716 2.013  0.427
H: -8.272 -16.562 10.569  0.239
H: -6.204 -15.334 9.963  0.354
H: -4.748 -16.135 8.085  0.125
H: -5.202 -19.312 6.410  -0.224
H: -3.556 -16.723 6.477  0.378
H: -3.116 -18.269 5.740  0.444
H: -3.319 -18.164 7.540  0.410
H: -5.757 -16.649 4.970  0.134
H: -6.705 -18.167 4.833  -0.096
H: -5.015 -18.131 4.234  0.542
H: -9.490 -19.612 8.768  -0.674
H: -10.584 -17.290 10.422  0.425
H: -11.483 -18.513 9.518  0.180
H: -10.636 -17.187 8.632  0.071
H: -9.092 -18.691 11.665  0.336
H: -8.258 -20.036 10.882  0.334
H: -10.039 -20.068 11.055  0.432
H: -5.537 -19.822 9.447  0.600
H: -3.843 -21.326 10.461  0.403
H: -3.520 -23.672 9.625  0.351
H: -4.074 -25.414 7.758  0.333
H: -5.575 -26.040 5.857  0.400
H: -7.292 -24.473 5.012  0.529
F: -9.512 -18.618 4.036  -0.759
O: -9.358 -16.757 6.243  -0.983
S: -8.999 -16.489 4.792  0.945
C: -8.196 -14.936 4.706  0.460
C: -8.322 -14.002 5.723  -0.162
C: -7.761 -12.753 5.508  -0.734
C: -7.087 -12.461 4.311  -0.485
C: -6.998 -13.427 3.289  -0.828
C: -7.563 -14.691 3.494  -0.466
C: -10.465 -16.140 3.896  0.766
C: -11.501 -15.500 4.568  -0.369
C: -12.579 -15.047 3.827  -0.770
C: -12.619 -15.260 2.441  -0.443
C: -11.538 -15.870 1.785  -0.690
C: -10.478 -16.375 2.520  -0.351
H: -8.854 -14.269 6.648  0.272
H: -7.828 -11.982 6.273  0.399
H: -6.571 -11.508 4.198  0.370
H: -6.475 -13.191 2.362  0.387
H: -7.545 -15.460 2.720  0.429
H: -11.384 -15.320 5.649  0.331
H: -13.430 -14.542 4.314  0.363
H: -13.493 -14.938 1.863  0.363
H: -11.559 -15.979 0.696  0.374
H: -9.689 -16.992 2.065  0.340

Cartesian forces, eV/Å:
Tl 0.5 -0.1 -0.5
N -0.9 0.3 0.9
C 2.0 -0.8 0.5
O -1.7 0.7 -0.8
C 0.2 -1.2 0.3
C 0.7 2.0 -0.5
H 0.1 0.1 -0.1
H 0.2 -0.1 0.0
H -0.3 -0.5 0.0
H -0.4 0.4 -0.3
H -0.1 -0.4 -0.5
H 0.3 -0.3 0.5
C 0.0 0.0 0.0
C -0.1 0.1 0.2
C 0.2 -0.3 -0.2
C 0.1 -0.5 -0.2
C -0.6 -0.2 0.3
C 0.2 0.0 -0.4
C 0.0 -0.2 -0.2
C -0.4 -0.4 0.4
C 0.2 0.4 0.2
C -0.1 0.3 0.4
C -0.1 -0.2 -0.1
C 0.2 0.0 -0.4
N -0.5 0.7 -0.2
C -0.1 0.5 0.9
C 0.4 -0.2 -0.4
N -0.8 0.2 -0.3
C 0.1 0.1 0.0
C 0.7 0.7 -0.2
C 0.0 0.3 0.2
C 0.0 -0.2 0.4
C 0.1 0.5 -0.2
C -0.3 -0.2 0.3
C 0.3 -0.2 0.2
C -0.2 0.0 -0.1
C -0.4 -0.3 0.2
C -0.5 -0.2 -0.2
C 0.2 -0.1 0.0
C 0.3 -0.4 0.4
C 0.4 0.2 0.2
C -0.8 0.2 -0.6
C 0.3 -0.9 0.0
C 0.3 0.5 0.6
C -0.9 1.1 -0.6
C 0.1 -0.9 -0.5
C 0.5 -0.3 0.7
C -0.3 0.6 0.0
C 0.1 -1.0 -0.3
C 0.9 -1.0 0.7
H -0.1 -0.2 -0.4
H -0.1 0.5 -0.1
H 0.3 -0.3 0.4
H 0.1 0.0 -0.3
H 0.2 0.7 0.1
H 0.1 -0.2 -0.1
H -0.4 0.0 0.0
H 0.8 0.6 -0.4
H 0.0 0.4 0.3
H -0.2 -0.2 0.3
H -0.1 -0.1 -0.2
H 0.0 0.0 0.0
H -0.2 -0.2 0.1
H 0.3 -0.4 -0.1
H -0.1 0.1 0.3
H -0.2 0.4 -0.3
H -0.2 -0.1 0.2
H 0.4 -0.1 -0.5
H -0.1 -0.2 -0.2
H -0.7 -0.3 0.3
H 0.0 0.2 -0.1
H 0.0 -0.4 0.1
H -0.2 0.1 0.5
H 0.0 0.2 -0.4
H 0.1 -0.4 0.0
H 0.4 0.2 0.0
H -0.3 0.3 0.3
H 0.1 0.4 0.1
H 0.0 0.0 -0.3
H 0.3 0.2 -0.1
H 0.0 -0.3 0.2
H 0.0 -0.1 -0.4
H -0.3 0.0 0.0
H 0.3 0.2 -0.1
H 0.1 -0.3 0.0
H -0.1 -0.2 -0.1
H -0.1 0.4 -0.1
H -0.4 0.2 -0.2
H 0.1 0.5 0.2
H 0.2 0.1 0.1
F -0.5 -0.9 0.1
O -0.3 0.7 -0.7
S 1.5 -2.3 0.6
C -1.0 0.7 0.0
C 0.1 0.2 0.0
C 0.5 0.4 -0.2
C 0.0 -0.6 0.0
C -0.1 0.1 0.6
C 0.2 0.8 0.0
C -0.4 0.8 -0.1
C 0.5 0.2 0.0
C -0.9 -0.1 -0.3
C 0.2 0.2 0.1
C -0.6 -0.1 -0.1
C 0.2 -0.1 0.2
H 0.3 0.1 -0.5
H 0.0 -0.1 -0.1
H -0.3 -0.1 0.0
H -0.1 -0.1 0.2
H 0.1 0.2 0.3
H -0.2 -0.2 -0.6
H 0.5 -0.3 -0.2
H 0.4 0.0 0.2
H 0.0 -0.1 0.4
H -0.3 0.5 0.3